[1]
ORCA calculation (ωB97M-V/def2-TZVPD) on a 2-piece molecular cluster, C5H10O2 overall.

Highest occupied orbital energy (eV): -7.71
LUMO energy (eV): 0.206
Max |F| (Eh/bohr): 0.011
Energy (eV): -9437.3500
2S+1: 1

Element x y z (Å)
O  0.015  -1.626  1.883
C  -1.196  -0.733  0.440
C  -0.873  0.619  -0.005
C  0.513  0.518  0.658
C  1.473  0.369  -0.517
O  0.671  0.051  -1.651
C  -0.543  0.747  -1.485
H  0.472  -2.399  1.518
H  -0.991  -1.561  -0.232
H  -1.955  -0.905  1.191
H  -1.520  1.389  0.419
H  0.701  1.336  1.352
H  0.518  -0.693  1.464
H  2.216  -0.433  -0.420
H  2.017  1.313  -0.681
H  -1.283  0.291  -2.150
H  -0.430  1.818  -1.713

Here are the Löwdin charges for atoms 1 to 6, given in e: O -0.163; C 0.139; C -0.334; C -0.159; C -0.205; O -0.135

[2]
ORCA calculation (ωB97M-V/def2-TZVPD) on a 12-piece molecular cluster, C3H29NO13 overall.

Highest occupied orbital energy (eV): -9.90
LUMO energy (eV): 0.150
Max |F| (Eh/bohr): 0.075
SMILES string: NCCC(=O)O.O.O.O.O.O.O.O.O.O.O.O
Energy (eV): -31688.8635
2S+1: 1

Element x y z (Å)
N  0.932  0.652  -0.974
C  2.404  0.218  -1.150
C  2.362  -0.689  -2.406
C  1.944  -2.112  -2.204
O  2.450  -2.974  -2.912
O  0.872  -2.471  -1.494
H  0.938  1.641  -1.138
H  0.552  0.662  0.042
H  2.913  1.151  -1.351
H  2.735  -0.407  -0.264
H  3.298  -0.519  -2.903
H  1.656  -0.153  -3.053
H  0.416  -1.620  -1.098
O  -1.739  -0.527  -2.487
H  -1.697  -0.875  -3.401
H  -0.930  -0.072  -2.117
O  -2.243  -2.688  -0.612
H  -1.827  -3.467  -0.940
H  -1.934  -1.955  -1.073
O  -1.397  0.924  2.679
H  -1.485  1.170  3.588
H  -2.163  1.419  2.175
O  -2.200  -3.490  2.009
H  -3.103  -3.727  2.419
H  -2.361  -3.202  1.131
O  2.466  4.115  0.692
H  2.610  3.283  1.176
H  2.362  4.844  1.301
O  -4.309  -0.204  -1.309
H  -3.347  -0.139  -1.769
H  -4.589  -1.117  -1.153
O  -0.841  -1.542  2.959
H  -1.397  -0.732  3.161
H  -1.540  -2.146  2.610
O  1.415  3.491  -1.764
H  1.236  4.316  -2.364
H  1.493  3.796  -0.773
O  3.544  1.780  2.546
H  4.227  1.711  1.874
H  2.922  1.279  2.007
O  -3.738  1.544  1.011
H  -3.531  1.175  0.080
H  -4.745  1.337  1.005
O  1.815  -0.941  1.793
H  2.494  -1.211  2.425
H  1.061  -1.529  2.026

Here are the Löwdin charges for atoms 1 to 6, given in e: N -0.015; C -0.201; C -0.113; C -0.526; O 0.079; O 0.082

Number 1 is which compound? C5H10O2